1.
DFT (the ωB97M-V functional and the def2-TZVPD basis) results for C5H6O in the gas phase.

Structure (XYZ):
```
12
C5H6O, DFT the ωB97M-V functional and the def2-TZVPD basis
O -1.325 0.727 2.145
C -0.540 0.952 1.249
C 0.232 -0.179 0.687
C -0.906 -0.508 -0.334
C -0.076 -0.472 -1.371
C 1.158 -0.164 -0.562
H -0.551 1.899 0.682
H 0.567 -0.842 1.497
H -1.997 -0.509 -0.254
H -0.237 -0.656 -2.423
H 1.683 0.762 -0.815
H 1.887 -0.983 -0.534
```

The relative energy (zero: lowest compared OMol25 entry of this formula, charge and spin) is 50.3 kcal/mol. As for the spin multiplicity: 1. Its SMILES is O=C[C@H]1C=CC1. The value obtained for the total energy is -7327.1018 eV. The strongest force on any atom comes out at 0.015 Eh/bohr. As for the charge: 0.

***

2.
DFT (the ωB97M-V functional and the def2-TZVPD basis) results for C5H6O in the gas phase.

Structure (XYZ):
```
12
C5H6O, DFT the ωB97M-V functional and the def2-TZVPD basis
C -2.445 -1.141 1.190
C -1.833 -0.412 0.451
C -0.850 0.347 -0.318
O -1.108 1.384 -0.886
C 0.521 -0.309 -0.322
C 1.657 0.701 -0.400
H -2.973 -1.786 1.856
H 0.598 -0.947 0.565
H 0.529 -0.987 -1.187
H 2.599 0.208 -0.660
H 1.798 1.189 0.568
H 1.422 1.475 -1.136
```

The relative energy (zero: lowest compared OMol25 entry of this formula, charge and spin) is 40.8 kcal/mol. As for the spin multiplicity: 1. Its SMILES is C#CC(=O)CC. The value obtained for the total energy is -7327.5137 eV. The strongest force on any atom comes out at 0.013 Eh/bohr. As for the charge: 0.

***

3.
DFT (the ωB97M-V functional and the def2-TZVPD basis) results for C5H6O in the gas phase.

Structure (XYZ):
```
12
C5H6O, DFT the ωB97M-V functional and the def2-TZVPD basis
C 1.950 -1.376 -0.744
C 1.020 -0.733 -0.332
C -0.127 -0.128 0.353
C -0.079 1.392 0.519
C -1.416 -0.538 -0.356
O -2.301 0.235 -0.623
H 2.786 -1.901 -1.144
H -0.105 -0.666 1.314
H 0.813 1.720 1.056
H -0.086 1.861 -0.468
H -0.971 1.745 1.046
H -1.484 -1.611 -0.622
```

The relative energy (zero: lowest compared OMol25 entry of this formula, charge and spin) is 43.5 kcal/mol. As for the spin multiplicity: 1. Its SMILES is C#C[C@@H](C)C=O. The value obtained for the total energy is -7327.3987 eV. The strongest force on any atom comes out at 0.012 Eh/bohr. As for the charge: 0.

***

4.
DFT (the ωB97M-V functional and the def2-TZVPD basis) results for 2 unconnected molecules or ions with the total composition C5H6O.

Structure (XYZ):
```
12
C5H6O, DFT the ωB97M-V functional and the def2-TZVPD basis
C -1.905 0.016 -0.426
C -0.519 0.293 0.199
C 0.650 -0.126 -0.612
O 0.594 -0.428 -1.779
C 1.871 -0.171 0.211
C 2.802 -0.176 0.976
H -2.672 0.342 0.282
H -2.023 -1.045 -0.648
H -2.130 0.559 -1.368
H 0.085 -0.631 1.357
H -0.455 1.415 0.275
H 3.703 -0.046 1.533
```

The relative energy (zero: lowest compared OMol25 entry of this formula, charge and spin) is 96.1 kcal/mol. As for the spin multiplicity: 1. The value obtained for the total energy is -7325.1157 eV. The strongest force on any atom comes out at 0.091 Eh/bohr. As for the charge: 0.

***

5.
DFT (the ωB97M-V functional and the def2-TZVPD basis) results for C5H6O in the gas phase.

Structure (XYZ):
```
12
C5H6O, DFT the ωB97M-V functional and the def2-TZVPD basis
C -0.216 -2.595 0.510
C 0.383 -1.623 0.127
C 0.860 -0.295 -0.268
C -0.053 0.748 0.405
C -0.664 1.740 -0.549
O -0.359 1.863 -1.711
H -0.779 -3.438 0.843
H 0.796 -0.178 -1.356
H 1.912 -0.141 -0.002
H -0.882 0.239 0.909
H 0.464 1.309 1.194
H -1.463 2.369 -0.102
```

The relative energy (zero: lowest compared OMol25 entry of this formula, charge and spin) is 44.9 kcal/mol. As for the spin multiplicity: 1. Its SMILES is C#CCCC=O. The value obtained for the total energy is -7327.3393 eV. The strongest force on any atom comes out at 0.011 Eh/bohr. As for the charge: 0.

***

6.
DFT (the ωB97M-V functional and the def2-TZVPD basis) results for a molecular structure, C5H6O.

Structure (XYZ):
```
12
C5H6O, DFT the ωB97M-V functional and the def2-TZVPD basis
C -2.228 -0.689 1.597
C -1.183 -0.695 0.999
C 0.014 -0.605 0.175
C 0.109 0.762 -0.810
C 1.554 0.480 -0.621
O 1.246 -0.497 0.795
H -3.148 -0.690 2.139
H 0.019 -1.381 -0.599
H -0.354 0.564 -1.786
H -0.244 1.699 -0.360
H 2.193 1.185 -0.127
H 2.020 -0.133 -1.400
```

The relative energy (zero: lowest compared OMol25 entry of this formula, charge and spin) is 94.6 kcal/mol. As for the spin multiplicity: 1. The value obtained for the total energy is -7325.1825 eV. The strongest force on any atom comes out at 0.071 Eh/bohr. As for the charge: 0.

***

7.
DFT (the ωB97M-V functional and the def2-TZVPD basis) results for C5H6O in the gas phase.

Structure (XYZ):
```
12
C5H6O, DFT the ωB97M-V functional and the def2-TZVPD basis
C 1.464 -0.369 -0.340
C 0.168 0.264 -0.852
C -1.076 -0.191 -0.113
C -2.052 -1.034 -0.302
C -1.342 0.346 1.295
O -0.422 0.593 2.034
H 1.606 -0.138 0.717
H 1.455 -1.456 -0.462
H 2.321 0.027 -0.897
H 0.041 0.054 -1.918
H 0.223 1.354 -0.748
H -2.387 0.551 1.584
```

The relative energy (zero: lowest compared OMol25 entry of this formula, charge and spin) is 88.8 kcal/mol. As for the spin multiplicity: 1. The value obtained for the total energy is -7325.4317 eV. The strongest force on any atom comes out at 0.018 Eh/bohr. As for the charge: 0.

***

8.
DFT (the ωB97M-V functional and the def2-TZVPD basis) results for a molecular structure, C5H6O.

Structure (XYZ):
```
12
C5H6O, DFT the ωB97M-V functional and the def2-TZVPD basis
C 0.283 -1.249 -0.113
C 1.005 0.098 0.179
O 0.850 0.419 -1.245
C -0.289 -0.340 -1.148
C -1.180 0.863 0.193
C -0.056 0.965 0.872
H 0.961 -1.978 -0.564
H -0.351 -1.698 0.647
H 2.037 0.151 0.532
H -1.272 -0.032 -1.475
H -2.166 1.317 0.364
H 0.155 1.523 1.776
```

The relative energy (zero: lowest compared OMol25 entry of this formula, charge and spin) is 110.7 kcal/mol. As for the spin multiplicity: 1. The value obtained for the total energy is -7324.4838 eV. The strongest force on any atom comes out at 0.061 Eh/bohr. As for the charge: 0.

***

9.
DFT (the ωB97M-V functional and the def2-TZVPD basis) results for a molecular structure, C5H6O.

Structure (XYZ):
```
12
C5H6O, DFT the ωB97M-V functional and the def2-TZVPD basis
C -1.032 1.165 1.162
C 0.144 1.457 0.993
C 1.123 0.621 0.280
C 0.132 -0.528 0.148
C -0.471 -0.911 -1.144
O 0.507 -1.838 -1.012
H -2.041 1.218 1.446
H 2.009 0.381 0.866
H 1.398 1.040 -0.687
H 0.066 -1.187 1.005
H -0.332 -0.147 -1.926
H -1.504 -1.271 -1.132
```

The relative energy (zero: lowest compared OMol25 entry of this formula, charge and spin) is 117.9 kcal/mol. As for the spin multiplicity: 1. The value obtained for the total energy is -7324.1705 eV. The strongest force on any atom comes out at 0.071 Eh/bohr. As for the charge: 0.

***

10.
DFT (the ωB97M-V functional and the def2-TZVPD basis) results for C5H6O in the gas phase.

Structure (XYZ):
```
12
C5H6O, DFT the ωB97M-V functional and the def2-TZVPD basis
C -1.630 -0.762 -0.034
C -0.288 -0.178 0.000
C 0.393 1.029 0.047
C 1.805 0.873 -0.037
C 2.261 -0.382 -0.032
O 0.980 -1.106 0.037
H -2.010 -0.668 0.994
H -1.637 -1.884 -0.298
H -2.099 -0.421 -0.902
H -0.015 1.965 0.073
H 2.579 1.606 -0.150
H 3.108 -0.942 0.138
```

The relative energy (zero: lowest compared OMol25 entry of this formula, charge and spin) is 54.1 kcal/mol. As for the spin multiplicity: 1. Its SMILES is Cc1ccco1. The value obtained for the total energy is -7326.9375 eV. The strongest force on any atom comes out at 0.153 Eh/bohr. As for the charge: 0.

***

11.
DFT (the ωB97M-V functional and the def2-TZVPD basis) results for 2 unconnected molecules or ions with the total composition C5H6O.

Structure (XYZ):
```
12
C5H6O, DFT the ωB97M-V functional and the def2-TZVPD basis
C -1.721 0.693 -1.978
C -0.542 1.538 -1.289
C 0.005 0.675 -0.187
C 0.330 -0.100 0.744
C 0.827 -0.897 1.842
H -2.600 0.405 -1.320
H -2.082 1.371 -2.757
H -1.406 -0.311 -2.531
H 0.404 1.691 -2.110
H -0.857 2.647 -0.811
H 0.605 -0.286 3.165
O 1.567 -2.121 1.447
```

The relative energy (zero: lowest compared OMol25 entry of this formula, charge and spin) is 145.9 kcal/mol. As for the spin multiplicity: 1. The value obtained for the total energy is -7322.9562 eV. The strongest force on any atom comes out at 0.197 Eh/bohr. As for the charge: 0.

***

12.
DFT (the ωB97M-V functional and the def2-TZVPD basis) results for C5H6O in the gas phase.

Structure (XYZ):
```
12
C5H6O, DFT the ωB97M-V functional and the def2-TZVPD basis
C -1.035 0.857 -0.026
C -0.994 -0.503 0.310
O -0.669 -1.491 -0.624
C 0.494 -1.379 0.156
C 1.472 -0.495 -0.223
C 1.572 0.753 -0.412
H 0.421 1.175 0.019
H -1.524 1.528 0.677
H -1.125 1.112 -1.079
H -1.417 -0.862 1.247
H 0.624 -2.148 0.913
H 2.182 1.454 -0.958
```

The relative energy (zero: lowest compared OMol25 entry of this formula, charge and spin) is 111.4 kcal/mol. As for the spin multiplicity: 1. The value obtained for the total energy is -7324.4532 eV. The strongest force on any atom comes out at 0.007 Eh/bohr. As for the charge: 0.